Entry 1:
Below is a 5-piece molecular cluster, C24H34NO12PS2 overall in a non-equilibrium geometry, with properties calculated with wB97M-V/def2-TZVPD.

Atoms and positions in Å:
S 1.109 1.031 -2.520
P 2.758 0.919 -1.496
C 3.583 -0.702 -1.708
C 2.911 -1.696 -2.375
C 3.450 -2.939 -2.580
C 4.702 -3.210 -2.068
C 5.369 -2.224 -1.378
C 4.852 -0.960 -1.189
N 5.596 0.019 -0.493
C 6.101 -0.420 0.763
C 5.927 0.342 1.904
C 6.429 -0.140 3.092
C 7.120 -1.318 3.201
C 7.312 -2.063 2.049
C 6.801 -1.602 0.861
S 6.984 -2.518 -0.665
H 3.700 1.867 -1.952
H 2.586 1.159 -0.109
H 1.910 -1.525 -2.764
H 2.879 -3.676 -3.136
H 5.192 -4.174 -2.165
H 5.071 0.870 -0.343
H 5.407 1.296 1.867
H 6.264 0.450 3.993
H 7.507 -1.711 4.134
H 7.827 -3.019 2.042
C -4.590 0.759 1.617
O -3.199 0.530 1.868
C -2.501 0.136 0.801
O -2.939 -0.032 -0.308
O -1.237 -0.038 1.178
C -0.363 -0.457 0.123
H -5.035 1.071 2.558
H -4.725 1.552 0.884
H -5.076 -0.156 1.283
H -0.320 0.289 -0.674
H -0.679 -1.421 -0.276
H 0.630 -0.568 0.555
C -4.196 2.761 -1.911
O -5.566 2.971 -1.551
C -6.206 3.856 -2.315
O -5.737 4.462 -3.242
O -7.462 3.953 -1.872
C -8.271 4.874 -2.605
H -3.793 2.026 -1.221
H -4.119 2.369 -2.923
H -3.628 3.685 -1.815
H -8.356 4.567 -3.646
H -7.863 5.881 -2.538
H -9.258 4.861 -2.151
C -0.437 -7.477 -4.269
O -1.403 -6.574 -3.730
C -0.903 -5.397 -3.354
O 0.250 -5.060 -3.435
O -1.901 -4.655 -2.874
C -1.506 -3.354 -2.431
H -0.965 -8.388 -4.533
H 0.020 -7.061 -5.165
H 0.325 -7.712 -3.527
H -1.092 -2.775 -3.255
H -0.786 -3.429 -1.617
H -2.400 -2.855 -2.066
C -1.106 5.660 6.111
O -1.460 4.281 6.213
C -1.173 3.561 5.126
O -0.661 3.978 4.119
O -1.551 2.305 5.350
C -1.302 1.412 4.258
H -1.388 6.132 7.049
H -0.032 5.772 5.968
H -1.650 6.139 5.298
H -0.236 1.357 4.043
H -1.853 1.722 3.376
H -1.649 0.427 4.557

Results
* charge: 0
* SMILES: S=[PH2]c1cccc2c1Nc1ccccc1S2.COC(=O)OC.COC(=O)OC.COC(=O)OC.COC(=O)OC
* M: 623.64 g mol⁻¹
* electronic energy: -82459.3607 eV
* HOMO: -8.291 eV
* gap between HOMO and LUMO: 8.536 eV


Entry 2:
Below is C24H34NO6PdS2 as an isolated structure, with properties calculated with wB97M-V/def2-TZVPD.

Atoms and positions in Å:
Pd 1.395 -0.605 -0.326
C -0.431 0.835 -2.127
C -1.431 0.220 -1.297
C -1.400 0.940 -0.028
C -0.220 1.759 -0.085
C 0.325 1.770 -1.402
C 1.391 2.710 -1.889
C 2.657 2.572 -1.029
C 0.832 4.136 -1.720
C 1.713 2.461 -3.361
C -2.425 1.144 1.068
C -2.659 -0.063 1.997
C -1.993 2.309 1.972
C -3.742 1.554 0.374
C -2.242 -0.916 -1.876
C -3.061 -1.731 -0.882
C -1.274 -1.905 -2.562
C -3.171 -0.310 -2.952
H -0.282 0.604 -3.169
H 0.166 2.321 0.751
H 2.453 2.701 0.034
H 3.375 3.335 -1.331
H 3.136 1.600 -1.163
H 0.631 4.365 -0.673
H -0.089 4.273 -2.291
H 1.568 4.853 -2.084
H 2.098 1.452 -3.526
H 2.479 3.162 -3.690
H 0.837 2.608 -3.996
H -1.747 -0.320 2.528
H -3.028 -0.942 1.488
H -3.410 0.238 2.729
H -1.084 2.073 2.529
H -2.782 2.488 2.700
H -1.852 3.236 1.411
H -4.143 0.768 -0.262
H -3.607 2.454 -0.229
H -4.483 1.773 1.142
H -2.427 -2.158 -0.104
H -3.525 -2.558 -1.421
H -3.862 -1.160 -0.423
H -0.581 -2.346 -1.842
H -0.704 -1.449 -3.371
H -1.860 -2.713 -2.999
H -3.884 0.393 -2.522
H -3.732 -1.119 -3.422
H -2.608 0.205 -3.732
O 3.218 -4.146 0.290
S 2.493 -2.968 0.622
O 3.189 -1.693 0.260
O 1.159 -2.858 -0.028
C 2.362 -2.881 2.402
C 2.746 -4.037 3.059
C 2.804 -4.081 4.447
C 2.491 -2.956 5.183
C 2.091 -1.792 4.535
C 2.018 -1.736 3.154
S 1.350 -0.203 2.506
O 0.744 0.488 3.604
O 2.345 0.543 1.751
O 0.321 -0.687 1.503
H 3.023 -4.902 2.474
H 3.106 -4.995 4.940
H 2.545 -2.973 6.263
H 1.811 -0.918 5.104
N 2.969 -1.406 -3.061
C 2.351 -0.951 -2.205
H 3.548 -1.864 -3.740

Results
* charge: +1
* ΔE to the lowest compared entry with this formula, charge and spin: 0.0000 eV
* M: 603.09 g mol⁻¹
* electronic energy: -64354.4636 eV
* HOMO (alpha / beta): -12.231 / -12.219 eV
* spin multiplicity: 5
* gap between HOMO and LUMO (alpha / beta): 10.100 / 6.117 eV


Q: What is the electronic energy in the first record?
A: -82459.3607 eV